[1]
Here is a molecular structure, C35H30IN2NdP2 at a distorted geometry from the Open Molecules 2025 dataset. Energies are from ωB97M-V with the def2-TZVPD basis set.

Geometry as XYZ:
```
71
Properties=species:S:1:pos:R:3:lowdin_charge:R:1
Nd -0.033 0.766 -0.770 1.79
C 2.281 0.107 1.437 -0.24
P 2.706 0.465 -0.350 1.00
C 2.059 -1.040 -1.252 -0.47
C 1.394 -2.144 -0.696 -0.10
C 1.022 -3.205 -1.516 -0.05
C 1.294 -3.183 -2.875 -0.04
C 1.943 -2.090 -3.435 -0.07
C 2.303 -1.020 -2.635 -0.11
C 4.502 0.199 -0.424 -0.38
C 5.311 1.302 -0.686 -0.09
C 6.686 1.156 -0.670 -0.06
C 7.243 -0.083 -0.395 -0.05
C 6.435 -1.185 -0.156 -0.05
C 5.059 -1.054 -0.172 -0.07
C 0.863 0.558 1.661 -0.46
C 0.444 1.781 2.169 -0.03
C -0.966 1.791 2.083 -0.04
C -1.345 0.582 1.501 -0.44
C -2.747 0.045 1.515 -0.26
P -3.681 -0.540 -0.036 1.13
C -3.309 -2.323 0.000 -0.43
C -4.330 -3.156 -0.449 -0.10
C -4.155 -4.527 -0.466 -0.05
C -2.955 -5.074 -0.045 -0.05
C -1.936 -4.246 0.409 -0.08
C -2.107 -2.873 0.446 -0.11
C -2.485 -0.012 -1.359 -0.45
C -2.522 1.340 -1.766 -0.17
C -1.741 1.792 -2.831 -0.11
C -0.904 0.905 -3.518 -0.09
C -0.932 -0.455 -3.192 -0.10
C -1.703 -0.910 -2.120 -0.13
N -0.220 -0.179 1.207 -0.13
H 2.958 0.711 2.051 0.11
H 2.450 -0.945 1.685 0.10
H 1.249 -2.225 0.376 0.10
H 0.545 -4.068 -1.079 0.11
H 1.012 -4.022 -3.493 0.12
H 2.170 -2.074 -4.490 0.13
H 2.849 -0.182 -3.061 0.12
H 4.866 2.266 -0.891 0.09
H 7.324 2.004 -0.865 0.12
H 8.314 -0.193 -0.364 0.12
H 6.880 -2.146 0.051 0.12
H 4.427 -1.913 0.008 0.11
H 1.051 2.534 2.645 0.13
H -1.626 2.520 2.522 0.13
H -3.390 0.807 1.966 0.08
H -2.790 -0.829 2.173 0.10
H -5.261 -2.716 -0.776 0.10
H -4.954 -5.169 -0.800 0.12
H -2.811 -6.143 -0.064 0.12
H -1.009 -4.682 0.753 0.11
H -1.316 -2.236 0.833 0.08
H -3.276 1.998 -1.336 0.13
H -1.858 2.805 -3.203 0.14
H -0.354 1.246 -4.387 0.13
H -0.448 -1.168 -3.846 0.12
H -1.811 -1.978 -1.948 0.12
I 3.212 6.128 -0.770 0.94
C 1.342 5.218 -0.450 -0.68
C 0.318 5.873 0.227 -0.08
C -0.891 5.213 0.372 -0.02
C -1.025 3.922 -0.110 -0.14
N -0.027 3.258 -0.724 -0.09
C 1.123 3.924 -0.906 -0.22
H 0.457 6.868 0.622 0.12
H -1.720 5.691 0.867 0.13
H -1.973 3.402 -0.013 0.10
H 1.910 3.414 -1.458 0.08
```

expectation value of S²	3.754
spin multiplicity	4
HOMO-LUMO gap (spin up / spin down)	7.454 / 7.488	eV
net charge	+2

[2]
Here is a molecular structure, C35H31AsClCoN5O4 at a distorted geometry from the Open Molecules 2025 dataset. Energies are from ωB97M-V with the def2-TZVPD basis set.

Geometry as XYZ:
```
78
Properties=species:S:1:pos:R:3:lowdin_charge:R:1
Co 0.478 1.562 0.497 0.74
Cl 3.701 7.467 2.682 0.70
C 3.181 5.872 2.310 -0.67
C 3.445 4.826 3.206 -0.07
C 2.989 3.564 2.933 0.01
C 2.228 3.289 1.770 -0.29
O 1.758 2.103 1.610 -0.09
C 2.028 4.354 0.825 -0.12
C 1.381 4.100 -0.410 0.01
N 0.865 2.940 -0.728 0.03
C 0.325 2.700 -1.975 -0.18
C 0.606 3.375 -3.157 0.02
C -0.037 3.004 -4.335 -0.05
C -0.962 1.986 -4.364 0.00
C -1.256 1.258 -3.195 -0.13
C -2.162 0.178 -3.128 0.04
C -2.345 -0.459 -1.923 -0.01
C -1.622 -0.057 -0.801 -0.04
N -0.750 0.941 -0.834 0.04
C -0.579 1.608 -2.001 -0.12
C 2.512 5.636 1.128 -0.05
H 3.997 5.029 4.108 0.12
H 3.167 2.752 3.622 0.13
H 1.324 4.921 -1.120 0.15
H 1.340 4.162 -3.186 0.12
H 0.201 3.530 -5.246 0.12
H -1.466 1.728 -5.281 0.12
H -2.696 -0.128 -4.016 0.13
H -3.049 -1.270 -1.827 0.11
H -1.742 -0.562 0.147 0.13
H 2.347 6.446 0.435 0.12
C -3.903 -4.949 -3.475 -0.08
O -2.737 -5.723 -3.644 -0.07
C -1.689 -5.531 -2.823 -0.28
C -0.584 -6.382 -3.006 0.00
C 0.495 -6.324 -2.168 -0.01
C 0.507 -5.420 -1.082 -0.28
C -0.579 -4.527 -0.939 -0.01
C -1.641 -4.569 -1.807 -0.03
N 1.506 -5.500 -0.180 0.06
N 1.576 -4.862 0.891 0.09
C 1.491 -3.585 1.208 -0.26
C 1.019 -3.215 2.490 0.00
C 0.557 -1.947 2.735 0.00
C 0.618 -0.938 1.749 -0.34
O 0.012 0.193 1.855 -0.18
C 1.410 -1.216 0.582 -0.14
N 1.727 -0.163 -0.197 0.08
C 2.521 -0.341 -1.229 -0.10
C 3.014 -1.595 -1.588 -0.03
C 2.658 -2.701 -0.841 0.03
C 1.854 -2.527 0.289 -0.08
H -4.633 -5.360 -4.169 0.10
H -3.720 -3.900 -3.725 0.09
H -4.294 -5.029 -2.458 0.10
H -0.621 -7.095 -3.813 0.12
H 1.340 -6.980 -2.306 0.11
H -0.586 -3.822 -0.119 0.10
H -2.445 -3.862 -1.677 0.09
H 0.916 -3.988 3.236 0.12
H 0.095 -1.713 3.683 0.11
H 2.792 0.543 -1.790 0.12
H 3.681 -1.681 -2.431 0.11
H 3.036 -3.681 -1.098 0.12
C -0.049 2.127 4.303 -0.17
As -1.518 2.271 3.034 1.04
C -2.723 0.737 3.193 -0.18
C -2.590 3.785 3.637 -0.19
O -1.133 2.660 1.481 -0.49
H -0.443 1.832 5.273 0.05
H 0.431 3.102 4.378 0.04
H 0.667 1.388 3.953 0.03
H -3.085 0.680 4.217 0.04
H -2.218 -0.188 2.929 0.02
H -3.564 0.915 2.520 0.04
H -2.790 3.749 4.705 0.04
H -3.530 3.771 3.085 0.04
H -2.054 4.703 3.394 0.04
```

relative energy (zero: lowest compared OMol25 entry of this formula, charge and spin)	42.7	kcal/mol
expectation value of S²	6.143
spin multiplicity	5
HOMO-LUMO gap (spin up / spin down)	4.196 / 6.325	eV
net charge	+1

[3]
Here is a molecular structure, C35H31BrN8O2ScTe4 from the Open Molecules 2025 dataset. Energies are from ωB97M-V with the def2-TZVPD basis set.

Geometry as XYZ:
```
82
Properties=species:S:1:pos:R:3:lowdin_charge:R:1
Sc 0.810 0.681 1.982 0.60
C -1.242 -4.150 -2.931 -0.03
C -2.334 -3.119 -2.962 -0.21
C -3.416 -3.242 -3.821 -0.05
C -4.427 -2.291 -3.865 -0.10
C -4.365 -1.202 -3.015 -0.09
C -3.305 -1.062 -2.129 -0.04
C -2.280 -2.005 -2.108 -0.18
N -1.184 -1.929 -1.237 0.14
C -0.660 -0.829 -0.568 -0.38
N -0.907 0.343 -1.204 0.15
C -0.572 1.693 -0.896 -0.20
C 0.165 2.051 0.231 -0.12
C 0.409 3.430 0.354 -0.15
C -0.044 4.378 -0.548 -0.10
C -0.772 3.961 -1.654 -0.08
C -1.046 2.619 -1.849 -0.22
C -1.831 2.189 -3.062 -0.05
N 0.021 -0.966 0.525 0.08
C 0.344 -2.327 0.889 -0.25
C -0.270 -2.889 1.999 -0.08
C 0.049 -4.175 2.405 -0.09
C 0.966 -4.915 1.680 -0.08
C 1.550 -4.366 0.549 -0.05
C 1.265 -3.069 0.126 -0.22
C 1.945 -2.546 -1.110 -0.03
H -1.410 -4.907 -3.696 0.08
H -1.184 -4.665 -1.967 0.09
H -0.262 -3.695 -3.100 0.08
H -3.455 -4.105 -4.477 0.11
H -5.253 -2.407 -4.554 0.10
H -5.150 -0.456 -3.019 0.10
H -3.281 -0.224 -1.444 0.10
H -0.841 -2.806 -0.876 0.12
H -1.396 0.217 -2.074 0.09
H 1.011 3.773 1.190 0.08
H 0.172 5.430 -0.401 0.09
H -1.136 4.681 -2.380 0.10
H -2.085 3.052 -3.676 0.07
H -2.769 1.689 -2.800 0.07
H -1.268 1.498 -3.700 0.09
H -0.960 -2.289 2.577 -0.02
H -0.402 -4.575 3.304 0.08
H 1.235 -5.916 1.994 0.10
H 2.264 -4.948 -0.023 0.10
H 2.371 -3.378 -1.673 0.08
H 2.738 -1.852 -0.844 0.07
H 1.269 -2.007 -1.777 0.07
N 0.241 4.100 4.633 0.05
C 1.072 3.226 4.059 -0.10
N 0.351 2.370 3.376 0.02
C -0.930 2.769 3.572 -0.35
N -1.047 3.834 4.330 0.15
C -2.038 2.017 2.962 -0.29
C -3.363 2.366 3.212 -0.07
N -4.361 1.739 2.610 0.09
C -4.021 0.744 1.790 -0.11
C -2.708 0.374 1.561 -0.12
N -1.700 1.021 2.147 0.00
H 0.471 4.867 5.238 0.16
H 2.145 3.206 4.156 0.15
H -3.587 3.165 3.907 0.12
H -4.820 0.204 1.295 0.11
H -2.466 -0.473 0.939 0.10
Te 2.857 -0.598 3.761 0.09
Te 2.374 -1.159 6.346 -0.16
Te 0.027 -2.501 6.095 -0.12
Te -1.039 -0.537 4.632 0.13
Br 7.309 -0.404 -2.092 0.71
C 5.868 0.773 -1.721 -0.68
C 5.674 1.879 -2.533 -0.14
C 4.621 2.740 -2.257 -0.07
C 3.784 2.503 -1.177 0.00
C 3.992 1.384 -0.381 -0.11
C 5.032 0.503 -0.652 -0.06
C 3.039 1.105 0.733 -0.66
O 2.507 -0.044 0.793 -0.18
O 2.704 1.993 1.541 -0.08
H 6.337 2.061 -3.368 0.09
H 4.457 3.603 -2.890 0.10
H 2.962 3.169 -0.944 0.11
H 5.179 -0.373 -0.034 0.12
```

HOMO-LUMO gap	5.340	eV
net charge	-1